# 1
The following is a quantum chemistry calculation of a structure of composition C25H26BrN3O6Pd at a distorted geometry, from the OMol25 dataset.

The calculation puts the energy above the lowest of the compared OMol25 structures with the same formula, charge and spin at 0.584 eV. Its HOMO energy (spin up / spin down) is -8.47 / -8.76 eV. Its HOMO-LUMO gap (spin up / spin down) is 8.6278 / 6.0010 eV.

```
! wB97M-V def2-TZVPD RIJCOSX def2/J DEFGRID3
* xyz 0 5
Pd -0.45 0.09 -0.30
C -1.38 -1.77 2.68
C -0.91 -0.36 2.74
N -0.55 0.42 1.69
C -0.26 1.66 2.20
C -0.38 1.64 3.55
N -0.84 0.39 3.89
C -0.19 2.61 4.62
O -0.03 3.90 4.24
O -0.26 2.28 5.78
C 0.13 2.74 1.21
O 0.58 3.86 1.53
O -0.06 2.32 0.00
H -2.17 -1.89 1.88
H -1.72 -2.18 3.64
H -0.53 -2.42 2.33
H -1.11 0.20 4.87
H 0.07 3.93 3.23
C 3.98 0.15 1.85
C 3.94 1.03 0.55
C 5.12 1.98 0.34
C 3.76 0.06 -0.60
C 4.69 -0.15 -1.59
C 4.31 -0.74 -2.80
C 3.11 -1.46 -2.85
C 2.15 -1.41 -1.83
C 0.89 -2.26 -1.78
C -0.12 -2.13 -2.95
C 1.18 -3.73 -1.51
C 2.40 -0.48 -0.76
N 1.49 -0.08 0.07
H 4.08 0.76 2.77
H 4.84 -0.51 1.83
H 3.10 -0.53 1.91
H 3.06 1.66 0.51
H 6.09 1.49 0.50
H 5.11 2.85 1.01
H 5.16 2.26 -0.70
H 5.73 0.20 -1.46
H 5.01 -0.83 -3.62
H 2.93 -2.13 -3.71
H 0.38 -1.81 -0.89
H 0.41 -2.35 -3.85
H -0.60 -1.11 -2.99
H -0.94 -2.83 -2.84
H 2.01 -4.09 -2.13
H 0.32 -4.42 -1.61
H 1.55 -3.93 -0.46
Br -8.99 0.18 -1.74
C -7.17 0.47 -1.63
C -6.66 0.89 -0.39
C -5.31 0.98 -0.27
C -4.48 0.63 -1.39
C -5.01 0.23 -2.61
C -6.40 0.16 -2.77
C -2.97 0.47 -1.20
O -2.16 0.53 -2.17
O -2.55 0.29 0.02
H -7.35 1.16 0.41
H -4.84 1.18 0.68
H -4.30 0.02 -3.43
H -6.85 -0.08 -3.72
*
```

=====

# 2
The following is a quantum chemistry calculation of a structure of composition C25H26Cl3N5RuS2, from the OMol25 dataset.

The calculation puts the energy above the lowest of the compared OMol25 structures with the same formula, charge and spin at 1.615 eV. Its HOMO energy (spin up / spin down) is -9.37 / -9.61 eV. Its HOMO-LUMO gap (spin up / spin down) is 7.0264 / 6.2332 eV.

```
! wB97M-V def2-TZVPD RIJCOSX def2/J DEFGRID3
* xyz 1 2
Ru -0.15 -0.21 0.19
C 3.04 -0.18 -0.93
C 3.14 1.24 -0.40
C 2.79 1.28 1.07
C 3.30 2.28 1.90
C 3.14 2.15 3.27
C 2.49 1.03 3.77
C 1.95 0.14 2.86
N 2.07 0.26 1.54
N 1.68 -0.62 -1.33
C 1.28 0.11 -2.55
C 0.48 1.35 -2.26
C 0.46 2.36 -3.20
C -0.33 3.48 -2.99
C -1.08 3.53 -1.83
C -1.01 2.49 -0.93
N -0.24 1.40 -1.12
C 1.79 -2.06 -1.57
C 0.49 -2.70 -1.98
C 0.48 -3.95 -2.57
C -0.73 -4.48 -2.98
C -1.88 -3.72 -2.82
C -1.77 -2.48 -2.22
N -0.61 -1.97 -1.78
H 3.40 -0.86 -0.16
H 3.69 -0.31 -1.81
H 2.59 1.97 -0.99
H 4.19 1.53 -0.49
H 3.85 3.10 1.47
H 3.54 2.90 3.94
H 2.37 0.87 4.83
H 1.39 -0.72 3.21
H 0.66 -0.54 -3.17
H 2.16 0.37 -3.14
H 1.06 2.27 -4.09
H -0.36 4.28 -3.71
H -1.73 4.37 -1.60
H -1.58 2.50 -0.02
H 2.15 -2.52 -0.65
H 2.55 -2.26 -2.34
H 1.41 -4.50 -2.70
H -0.78 -5.46 -3.44
H -2.84 -4.07 -3.16
H -2.64 -1.86 -2.07
C -2.80 2.50 2.93
C -2.33 1.48 1.94
S -0.61 1.16 1.95
C -3.11 0.79 1.08
C -4.60 0.91 0.95
S -2.36 -0.44 0.09
H -1.96 2.89 3.51
H -3.51 2.07 3.63
H -3.28 3.35 2.44
H -5.00 1.61 1.69
H -5.09 -0.05 1.10
H -4.89 1.27 -0.04
Cl -0.14 -3.50 4.63
C -1.22 -3.47 3.23
Cl -1.41 -5.09 2.56
Cl -2.77 -2.76 3.65
C -0.61 -2.61 2.21
N -0.16 -1.92 1.42
*
```

=====

# 3
The following is a quantum chemistry calculation of a structure of composition C25H26ClCsN4O at a distorted geometry, from the OMol25 dataset.

Its HOMO energy is -4.94 eV. Its HOMO-LUMO gap is 4.3260 eV.

```
! wB97M-V def2-TZVPD RIJCOSX def2/J DEFGRID3
* xyz 0 1
Cs -0.78 -0.69 -0.84
Cl 4.56 -0.91 -5.91
C 3.62 -0.25 -4.60
C 2.92 0.94 -4.77
C 2.18 1.46 -3.74
C 2.10 0.80 -2.50
O 1.37 1.30 -1.50
C 2.80 -0.41 -2.33
C 2.85 -1.17 -1.07
N 2.14 -0.91 -0.05
C 2.41 -1.57 1.18
C 3.67 -1.96 1.56
C 3.91 -2.55 2.82
C 2.90 -2.72 3.70
C 1.59 -2.31 3.36
C 0.50 -2.43 4.27
C -0.73 -1.99 3.91
C -0.90 -1.42 2.62
N 0.07 -1.30 1.76
C 1.33 -1.73 2.11
C 3.55 -0.91 -3.40
H 2.97 1.45 -5.72
H 1.63 2.38 -3.87
H 3.58 -1.99 -1.06
H 4.50 -1.76 0.89
H 4.92 -2.84 3.08
H 3.07 -3.16 4.68
H 0.68 -2.87 5.24
H -1.58 -2.06 4.57
H -1.88 -1.07 2.31
H 4.10 -1.84 -3.27
C -3.67 1.27 -1.32
C -3.94 0.06 -0.67
C -4.06 -1.20 -1.37
C -4.27 -2.40 -0.72
C -4.36 -2.48 0.67
C -4.27 -1.28 1.38
C -4.05 -0.07 0.76
H -3.74 2.20 -0.77
H -3.73 1.32 -2.40
H -4.02 -1.17 -2.46
H -4.38 -3.30 -1.32
H -4.54 -3.43 1.17
H -4.37 -1.30 2.46
H -4.00 0.84 1.36
N -0.44 3.55 -1.71
C -0.39 4.09 -0.33
C -0.86 3.02 0.65
N -0.66 3.32 2.05
H -0.34 4.31 -2.38
H -1.35 3.13 -1.87
H 0.91 2.16 -1.74
H -1.01 4.98 -0.22
H 0.64 4.37 -0.11
H -0.36 2.08 0.40
H -1.92 2.81 0.47
H -1.18 4.14 2.34
H 0.32 3.48 2.26
*
```

=====

# 4
The following is a quantum chemistry calculation of a structure of composition C25H26F2N4O3RuS3, from the OMol25 dataset.

The calculation puts the energy above the lowest of the compared OMol25 structures with the same formula, charge and spin at 0.000 eV. Its HOMO energy (spin up / spin down) is -4.35 / -4.25 eV. Its HOMO-LUMO gap (spin up / spin down) is 6.8624 / 6.5751 eV.

```
! wB97M-V def2-TZVPD RIJCOSX def2/J DEFGRID3
* xyz -1 2
Ru -0.45 0.52 -0.30
C 2.66 2.07 -0.88
C 2.37 1.98 0.58
C 3.39 2.39 1.48
C 3.16 2.37 2.82
C 1.90 1.96 3.30
C 1.61 1.96 4.68
C 0.37 1.56 5.11
C -0.60 1.16 4.18
C -0.36 1.14 2.82
S -1.62 0.61 1.74
C 0.93 1.55 2.36
N 1.20 1.55 1.01
H 3.43 2.82 -1.06
H 1.77 2.32 -1.44
H 3.00 1.11 -1.26
H 4.33 2.72 1.08
H 3.92 2.68 3.52
H 2.38 2.26 5.38
H 0.14 1.55 6.17
H -1.58 0.85 4.53
F -4.48 -2.31 -2.47
C -3.92 -1.10 -2.26
C -2.78 -1.02 -1.49
C -2.20 0.23 -1.27
C -2.83 1.38 -1.79
C -3.96 1.22 -2.58
F -4.56 2.30 -3.15
C -4.53 0.00 -2.84
C -2.25 2.65 -1.39
C -2.85 3.90 -1.56
C -2.24 5.03 -1.06
C -1.04 4.90 -0.39
C -0.50 3.64 -0.25
N -1.07 2.53 -0.74
H -2.34 -1.92 -1.10
H -5.41 -0.10 -3.46
H -3.80 3.97 -2.06
H -2.71 6.00 -1.18
H -0.52 5.75 0.03
H 0.43 3.50 0.28
C 3.00 -3.05 3.68
C 3.92 -2.31 2.72
C 4.28 -3.20 1.53
C 5.18 -1.87 3.45
N 3.25 -1.06 2.30
N 2.00 -1.21 1.64
H 3.54 -3.87 4.16
H 2.14 -3.47 3.16
H 2.64 -2.37 4.46
H 4.73 -4.14 1.87
H 5.00 -2.70 0.88
H 3.40 -3.45 0.93
H 5.76 -2.73 3.78
H 4.93 -1.25 4.31
H 5.82 -1.28 2.78
H 3.85 -0.58 1.64
H 1.27 -1.35 2.33
H 1.98 -1.95 0.95
O -0.30 -2.84 -2.22
S 0.51 -1.97 -1.40
O -0.30 -1.47 -0.18
O 1.76 -2.57 -0.96
S 0.80 -0.15 -2.28
*
```

=====

# 5
The following is a quantum chemistry calculation of a structure of composition C25H26FFeN3O8, from the OMol25 dataset.

The calculation puts the energy above the lowest of the compared OMol25 structures with the same formula, charge and spin at 0.000 eV. Its HOMO energy (spin up / spin down) is -7.77 / -7.46 eV. Its HOMO-LUMO gap (spin up / spin down) is 6.8570 / 6.5495 eV.

```
! wB97M-V def2-TZVPD RIJCOSX def2/J DEFGRID3
* xyz 0 5
Fe 0.04 1.78 -0.33
O 3.04 -0.65 -2.12
C 2.04 -0.29 -1.47
O 1.41 0.79 -1.66
C 1.49 -1.22 -0.39
C -0.04 -1.35 -0.49
C -0.50 -2.59 0.28
C -0.29 -2.14 1.74
C 0.19 -0.70 1.56
O -0.52 -0.29 0.37
C 1.65 -0.67 1.08
C 2.26 0.74 1.12
O 3.48 0.84 1.17
O 1.42 1.72 1.10
H 1.97 -2.19 -0.50
H -0.46 -1.22 -1.48
H 0.08 -3.47 0.01
H -1.55 -2.80 0.08
H 0.44 -2.74 2.28
H -1.23 -2.16 2.30
H -0.03 -0.01 2.36
H 2.29 -1.33 1.66
F 5.29 3.61 0.00
C 4.49 3.42 -1.07
C 3.21 3.87 -1.07
C 2.38 3.56 -2.15
C 0.94 3.59 -1.91
O 0.51 3.88 -0.77
C 0.11 3.10 -2.96
C 0.68 2.66 -4.11
N 2.02 2.53 -4.30
C 2.52 1.86 -5.47
C 3.03 0.45 -5.35
C 1.74 0.73 -6.07
C 2.88 2.89 -3.27
C 4.21 2.44 -3.24
C 4.98 2.63 -2.12
N 6.12 1.78 -1.93
C 5.73 0.71 -0.99
C 6.93 -0.24 -0.84
N 7.81 0.01 -2.03
C 8.47 1.36 -1.93
C 7.38 2.37 -1.52
C -1.32 2.66 -2.70
O -2.16 2.76 -3.58
O -1.48 2.09 -1.55
H 2.78 4.33 -0.19
H 0.06 2.29 -4.91
H 3.04 2.52 -6.16
H 2.96 0.00 -4.36
H 3.90 0.18 -5.94
H 0.83 0.42 -5.57
H 1.71 0.67 -7.15
H 4.59 1.80 -4.02
H 4.87 0.19 -1.41
H 5.44 1.09 -0.01
H 6.62 -1.28 -0.85
H 7.53 -0.04 0.04
H 7.19 0.05 -2.84
H 8.50 -0.73 -2.17
H 8.89 1.58 -2.91
H 9.27 1.28 -1.20
H 7.54 3.31 -2.05
H 7.43 2.57 -0.45
*
```

=====

# 6
The following is a quantum chemistry calculation of an isolated molecule of C25H26N4O2, from the OMol25 dataset.

The SMILES is CCc1ccc(C(=O)N2CCN(c3ccc(NC(=O)c4cccnc4)cc3)CC2)cc1. The calculation puts the energy above the lowest of the compared OMol25 structures with the same formula, charge and spin at 0.137 eV. Its HOMO energy is -7.62 eV. Its HOMO-LUMO gap is 8.1174 eV.

```
! wB97M-V def2-TZVPD RIJCOSX def2/J DEFGRID3
* xyz 0 1
C -8.84 -2.58 0.72
C -7.48 -3.02 0.17
C -6.57 -1.83 0.04
C -5.77 -1.42 1.10
C -4.96 -0.31 1.00
C -4.94 0.43 -0.17
C -4.14 1.69 -0.29
O -4.66 2.76 -0.54
N -2.80 1.58 -0.10
C -2.07 0.34 0.04
C -0.72 0.46 -0.65
N 0.07 1.50 -0.02
C 1.44 1.44 0.02
C 2.17 2.22 0.93
C 3.54 2.16 0.97
C 4.25 1.31 0.13
N 5.65 1.26 0.21
C 6.48 0.19 0.05
O 7.68 0.34 0.00
C 5.85 -1.16 -0.01
C 6.29 -2.09 -0.94
C 5.73 -3.36 -0.94
C 4.75 -3.64 0.01
N 4.35 -2.77 0.92
C 4.89 -1.56 0.92
C 3.54 0.56 -0.80
C 2.16 0.62 -0.86
C -0.68 2.58 0.57
C -1.99 2.78 -0.18
C -5.76 0.05 -1.23
C -6.56 -1.07 -1.13
H -8.73 -2.12 1.70
H -9.50 -3.44 0.81
H -9.30 -1.86 0.05
H -7.61 -3.49 -0.80
H -7.03 -3.75 0.85
H -5.78 -1.99 2.02
H -4.36 0.00 1.84
H -2.65 -0.48 -0.41
H -1.91 0.10 1.10
H -0.19 -0.50 -0.56
H -0.87 0.66 -1.72
H 1.66 2.87 1.62
H 4.08 2.76 1.69
H 6.12 2.13 0.40
H 7.06 -1.82 -1.65
H 6.05 -4.11 -1.64
H 4.27 -4.61 0.05
H 4.54 -0.90 1.69
H 4.06 -0.07 -1.51
H 1.65 0.04 -1.60
H -0.89 2.39 1.63
H -0.10 3.50 0.50
H -1.79 3.02 -1.23
H -2.57 3.60 0.25
H -5.77 0.65 -2.13
H -7.18 -1.37 -1.96
*
```

=====

# 7
The following is a quantum chemistry calculation of a structure of composition C25H26N4O3S at a distorted geometry, from the OMol25 dataset.

The calculation puts the energy above the lowest of the compared OMol25 structures with the same formula, charge and spin at 20.168 eV. Its HOMO energy is -7.02 eV. Its HOMO-LUMO gap is 6.6507 eV.

```
! wB97M-V def2-TZVPD RIJCOSX def2/J DEFGRID3
* xyz 0 1
C -1.44 1.53 7.40
H -2.11 1.68 8.18
O -0.83 2.85 7.00
C -0.10 3.02 6.05
C 0.04 2.12 5.18
C 1.06 2.31 4.24
C 1.59 1.47 3.24
C 2.44 2.56 2.28
N 2.46 3.79 2.90
C 1.60 3.63 3.98
C 1.54 4.69 4.91
C 0.57 4.48 5.97
H 0.00 5.12 6.68
H 1.83 5.61 4.78
H 2.92 4.58 2.51
C 3.17 1.93 1.26
O 3.74 2.61 0.50
N 2.90 0.60 0.91
C 2.18 -0.17 1.41
S 1.98 -1.86 1.21
N 1.47 0.39 2.67
H 1.08 -0.43 3.31
C 3.67 0.11 -0.38
C 2.64 -0.31 -1.33
C 1.54 0.88 -1.81
C 0.50 0.30 -2.70
C 0.45 -0.88 -3.31
C 1.86 -1.63 -3.26
C 2.69 -1.41 -2.08
H 3.49 -2.08 -2.03
H 1.93 -2.51 -3.81
C -0.45 -1.04 -4.43
O -0.47 -0.49 -5.43
N -1.27 -2.26 -4.17
C -2.17 -2.60 -5.19
H -2.14 -3.69 -5.28
C -3.45 -1.63 -5.19
H -3.90 -2.12 -5.91
H -3.05 -0.72 -5.02
C -4.08 -2.17 -3.80
C -3.53 -2.36 -2.55
C -2.36 -3.49 -2.27
H -2.97 -4.21 -2.85
C -1.24 -3.09 -2.91
H -0.49 -2.40 -2.22
H -0.71 -4.09 -3.32
H -2.51 -3.73 -1.43
H -4.37 -2.35 -1.81
H -2.89 -1.14 -2.55
H -4.58 -3.12 -3.95
H -5.05 -1.41 -3.88
H -1.64 -2.33 -6.26
H -0.35 0.98 -3.01
H 1.27 1.42 -1.08
H 4.06 -0.93 -0.14
H 4.37 0.73 -0.71
H -0.21 1.09 5.31
H -2.06 1.32 6.67
H -0.61 0.84 7.54
*
```

=====

# 8
The following is a quantum chemistry calculation of a cluster of 2 separate species, C25H26NOP in total at a distorted geometry, from the OMol25 dataset.

The calculation puts the energy above the lowest of the compared OMol25 structures with the same formula, charge and spin at 3.501 eV. Its HOMO energy is -7.25 eV. Its HOMO-LUMO gap is 4.9364 eV.

```
! wB97M-V def2-TZVPD RIJCOSX def2/J DEFGRID3
* xyz 0 1
C 2.19 3.69 4.62
C 3.08 3.60 3.55
C 2.74 2.88 2.40
C 1.47 2.28 2.29
P 0.81 1.62 0.71
C 1.64 2.77 -0.45
C 2.85 2.49 -1.11
C 3.52 3.49 -1.82
C 2.98 4.77 -1.90
C 1.75 5.05 -1.29
C 1.07 4.05 -0.59
C 1.28 -0.06 0.39
C 1.81 -0.42 -0.83
N 2.26 -0.77 -1.87
O -0.68 1.81 0.70
C 0.60 2.33 3.39
C 0.95 3.04 4.54
H 2.45 4.27 5.51
H 4.06 4.10 3.60
H 3.45 2.81 1.58
H 3.29 1.49 -1.09
H 4.47 3.25 -2.31
H 3.51 5.56 -2.45
H 1.31 6.04 -1.37
H 0.10 4.25 -0.13
H 1.36 -0.76 1.22
H -0.37 1.84 3.32
H 0.25 3.09 5.37
C 0.60 -3.35 0.62
C -0.49 -2.42 0.30
C -1.57 -2.73 -0.57
C -2.89 -2.80 -0.03
C -3.06 -2.78 1.46
C -3.99 -2.92 -0.87
C -3.83 -3.05 -2.26
C -5.05 -3.20 -3.13
C -2.54 -3.09 -2.79
C -1.42 -3.00 -1.98
C -0.07 -3.14 -2.61
H 0.90 -3.20 1.67
H 0.31 -4.41 0.51
H 1.48 -3.18 -0.02
H -0.58 -1.54 0.93
H -4.13 -2.68 1.69
H -2.70 -3.72 1.90
H -2.53 -1.94 1.93
H -4.99 -2.91 -0.45
H -4.77 -3.26 -4.18
H -5.60 -4.11 -2.86
H -5.73 -2.35 -2.99
H -2.43 -3.19 -3.88
H -0.15 -3.13 -3.70
H 0.62 -2.33 -2.32
H 0.41 -4.10 -2.34
*
```